Computed, not measured: C13H14I2N7O2SSeW as an isolated structure at a distorted geometry, with ωB97M-V/def2-TZVPD.

The spin multiplicity is 1. For the LUMO energy (spin up / spin down), the calculation gives -13.0 / -13.0 eV. Its energy above the lowest of the compared OMol25 structures with the same formula, charge and spin is 4.412 eV. For the maximum force, the calculation gives 7.940 eV/A. The charge is +3. As for the HOMO energy (spin up / spin down): -15.79 / -15.79 eV.

XYZ file:
```
41
C13H14I2N7O2SSeW | the OMol25 dataset | ωB97M-V/def2-TZVPD
W 0.4121 1.6021 1.3991
N 0.7062 4.3605 2.0077
N 2.0303 3.9359 1.6312
C 2.3011 2.6597 2.1082
O 3.2057 1.9594 1.7149
O 1.3107 2.1796 2.8355
H 0.4657 5.1904 1.4554
H 0.6832 4.6879 2.9902
H 2.7947 4.6193 1.5855
N -2.9059 -2.0193 -0.0437
C -1.6914 -1.7056 -0.4183
S -1.2595 -0.0300 -0.5842
N -0.7172 -2.5902 -0.7353
C -0.5129 -3.9355 -0.5179
C -1.4749 -4.8578 -0.0455
C -1.1014 -6.1496 0.2426
C 0.2297 -6.5678 0.0568
C 1.1834 -5.6735 -0.4533
C 0.8220 -4.3839 -0.7460
H -3.5674 -1.2895 0.2009
H -3.2861 -2.9566 -0.1144
H 0.1114 -2.1395 -1.1247
H -2.5087 -4.5872 0.0892
H -1.8389 -6.8552 0.5987
H 0.5071 -7.5849 0.2954
H 2.2000 -6.0055 -0.6032
H 1.5631 -3.6938 -1.1239
I -1.8505 1.3696 2.7944
I 1.2707 -0.8929 1.8363
Se 3.0350 1.9246 -1.3228
N 2.2295 3.0982 -2.3050
C 0.9863 3.3711 -1.9236
C 0.0001 4.1926 -2.5014
C -1.2141 4.3220 -1.8342
C -1.4662 3.6930 -0.6258
N -0.5534 2.8365 -0.0510
C 0.5969 2.6790 -0.7427
N 1.4772 1.7591 -0.2402
H 0.1995 4.6909 -3.4365
H -1.9834 4.9464 -2.2654
H -2.3900 3.8405 -0.0830
```